Computed, not measured: a molecular structure, C24H18CuF4N4 at a distorted geometry, with ωB97M-V/def2-TZVPD.

- E (a.u.) = -3183.4148
- max |F| (eV Å⁻¹) = 4.39
- 2S+1 = 2
- E_HOMO (spin up / spin down) (eV) = -14.3 / -14.2
- gap between HOMO and LUMO (spin up / spin down) (eV) = 4.102 / 3.927
- total charge = +2

```
51
Properties=species:S:1:pos:R:3:nbo_charge:R:1
Cu 0.9018 0.2751 -1.1165 0.97
C -0.5884 -0.6311 -3.9672 -0.64
C 0.7244 -0.3932 -3.2119 -0.07
C 1.4145 -1.4380 -2.5401 -0.04
C 0.7845 -2.8399 -2.5541 -0.64
C 2.6009 -1.1168 -1.8316 -0.10
C 3.2534 -2.1224 -0.9072 -0.66
C 3.2327 0.1533 -1.9649 0.00
C 4.6339 0.2822 -1.4155 -0.66
C 2.5226 1.2020 -2.5975 -0.05
C 3.1006 2.5988 -2.6555 -0.66
C 1.2830 0.9296 -3.2199 -0.07
C 0.6215 1.9863 -4.0612 -0.66
H -0.4247 -0.8032 -4.9980 0.25
H -1.2297 0.2477 -3.8794 0.23
H -1.1379 -1.4617 -3.6451 0.23
H 1.5296 -3.5757 -2.1318 0.24
H 0.6190 -3.1194 -3.5730 0.25
H -0.0654 -2.7754 -1.8957 0.22
H 3.6857 -1.7305 0.0529 0.24
H 4.0483 -2.7082 -1.4346 0.25
H 2.4960 -2.7828 -0.5394 0.22
H 4.6390 0.6215 -0.3793 0.24
H 5.1951 1.1312 -1.9649 0.25
H 5.2323 -0.6190 -1.5472 0.25
H 3.8041 2.7859 -1.7963 0.24
H 2.2993 3.3211 -2.5063 0.23
H 3.5220 2.8589 -3.6426 0.25
H 1.2562 2.7896 -4.4067 0.25
H -0.2127 2.3738 -3.5505 0.23
H 0.0797 1.6109 -4.9300 0.25
F -1.4578 -0.0344 5.9710 -0.17
C -2.1282 -0.2794 4.9059 0.71
C -3.5447 -0.9184 4.9172 0.25
F -3.8690 -1.7810 5.9676 -0.24
C -4.5159 -0.0444 4.3918 -0.05
C -4.0168 -1.0879 3.4881 0.27
C -2.7818 -0.5621 2.7614 0.73
F -2.6648 -0.4326 1.5171 -0.18
C -1.7298 -0.0146 3.5895 -0.29
C -0.4797 0.4571 3.1406 -0.12
C -0.2071 0.5724 1.7086 0.35
N 0.3033 0.6756 0.6815 -0.36
C 0.6148 0.5828 3.9091 0.18
N 1.6337 0.5005 4.3954 -0.06
F -4.7613 -1.9893 2.9250 -0.21
C -5.4348 0.8638 4.6824 -0.02
C -6.4684 1.4017 3.7947 0.20
N -7.1791 1.7201 2.9506 -0.11
C -5.4711 1.4695 6.0219 0.18
N -5.6627 1.8503 7.0917 -0.10
```

***

Computed, not measured: a molecular structure, C24H18F5IrN8, with ωB97M-V/def2-TZVPD.

- E (a.u.) = -1966.0510
- max |F| (eV Å⁻¹) = 0.10
- 2S+1 = 2
- E_HOMO (spin up / spin down) (eV) = -17.8 / -17.8
- gap between HOMO and LUMO (spin up / spin down) (eV) = 7.389 / 5.080
- total charge = +3

```
56
Properties=species:S:1:pos:R:3:nbo_charge:R:1
Ir 0.2627 0.0670 -0.1355 1.12
C 1.7082 -1.3019 2.7603 -0.66
C 1.6453 0.1907 2.6805 0.29
C 2.2518 0.9377 3.6924 -0.21
C 2.1540 2.3083 3.7089 -0.07
C 1.3877 2.9346 2.7287 -0.18
C 0.8066 2.1729 1.7479 0.13
N 0.9841 0.8089 1.6830 -0.47
C -0.0911 2.7590 0.7298 0.28
C -0.5477 4.0631 0.6735 -0.20
C -1.4156 4.4184 -0.3522 -0.08
C -1.7863 3.4976 -1.3261 -0.18
C -1.2907 2.2096 -1.2368 0.19
N -0.5007 1.8845 -0.2034 -0.45
C -1.4148 1.1393 -2.2505 0.15
C -2.2622 1.2520 -3.3231 -0.19
C -2.1950 0.3009 -4.3387 -0.08
C -1.2246 -0.6697 -4.2649 -0.21
C -0.3826 -0.7593 -3.1540 0.31
C 0.7276 -1.7618 -3.1767 -0.66
N -0.5342 0.0896 -2.1154 -0.49
H 1.7467 -1.6003 3.8062 0.27
H 2.6156 -1.6849 2.2897 0.25
H 0.8382 -1.7694 2.3060 0.21
H 2.7881 0.4115 4.4701 0.26
H 2.6316 2.8891 4.4868 0.27
H 1.2486 4.0054 2.7459 0.26
H -0.2480 4.7957 1.4079 0.26
H -1.7890 5.4327 -0.4073 0.27
H -2.4194 3.7991 -2.1474 0.26
H -2.9573 2.0765 -3.3875 0.26
H -2.8592 0.3581 -5.1910 0.27
H -1.0867 -1.3747 -5.0728 0.26
H 0.9064 -2.0710 -4.2038 0.27
H 0.4838 -2.6570 -2.6089 0.25
H 1.6474 -1.3236 -2.7945 0.23
N 4.8519 -2.1593 -0.4626 -0.57
N 3.4897 -2.2195 -0.4142 0.22
N 2.8448 -3.3521 -0.2574 -0.20
C 1.5910 -2.9503 -0.1300 0.16
N 1.5159 -1.6190 -0.2131 -0.35
N 2.7510 -1.1581 -0.3855 -0.08
H 5.2188 -3.0953 -0.6041 0.43
H 5.1639 -1.4947 -1.1623 0.41
H 0.7652 -3.6238 0.0174 0.26
F -1.1723 -2.5809 -0.8816 -0.29
C -1.8293 -1.9778 0.0989 0.35
C -1.3285 -0.7380 0.6056 -0.07
C -2.1014 -0.1505 1.6594 0.37
F -1.7356 1.0090 2.1737 -0.28
C -3.2273 -0.7351 2.1704 0.28
F -3.9093 -0.1776 3.1332 -0.22
C -3.6675 -1.9667 1.6361 0.48
F -4.7227 -2.5276 2.1023 -0.18
C -2.9498 -2.5875 0.5819 0.29
F -3.3777 -3.7239 0.1050 -0.22
```

***

Computed, not measured: a molecular structure, C24H18F5N5NiS2 at a distorted geometry, with ωB97M-V/def2-TZVPD.

- E (a.u.) = -4003.1640
- max |F| (eV Å⁻¹) = 1.13
- E_HOMO (eV) = -1.2
- gap between HOMO and LUMO (eV) = 5.813
- total charge = -2

```
55
Properties=species:S:1:pos:R:3:nbo_charge:R:1
Ni 0.3284 -0.4442 -0.0131 0.95
C -0.3255 1.9927 1.5739 -0.45
N 0.8001 1.3917 0.8287 -0.47
C 1.0085 2.2151 -0.3890 -0.27
C -0.1843 2.2941 -1.3254 -0.21
N -0.6369 0.9470 -1.6608 -0.53
C -2.0921 0.8316 -1.5849 -0.41
C -0.1036 0.4801 -2.9166 0.21
C -0.8207 0.6441 -4.0957 -0.28
C -0.3068 0.2337 -5.3186 -0.25
C 0.9532 -0.3453 -5.3563 -0.23
C 1.6703 -0.5185 -4.1857 -0.22
C 1.1716 -0.1247 -2.9369 -0.18
S 2.1160 -0.4271 -1.4873 -0.34
C 2.0419 1.3558 1.6271 0.16
C 3.2155 1.7948 1.0065 -0.25
C 4.4483 1.8297 1.6278 -0.27
C 4.5292 1.4465 2.9527 -0.23
C 3.3909 1.0150 3.5945 -0.24
C 2.1165 0.9133 2.9903 -0.18
S 0.8719 0.2777 4.0138 -0.48
H -0.1529 3.0705 1.6967 0.17
H -0.4158 1.5182 2.5478 0.28
H -1.2515 1.8350 1.0330 0.20
H 1.8208 1.7886 -0.9602 0.25
H 1.2808 3.2421 -0.0976 0.18
H 0.1423 2.8330 -2.2248 0.19
H -1.0162 2.8604 -0.9040 0.19
H -2.6102 1.5911 -2.1935 0.15
H -2.4043 0.9449 -0.5543 0.22
H -2.3872 -0.1617 -1.9182 0.22
H -1.8037 1.0950 -4.0630 0.20
H -0.8909 0.3559 -6.2232 0.19
H 1.3715 -0.6842 -6.2976 0.19
H 2.6389 -1.0028 -4.2087 0.21
H 3.2036 2.1015 -0.0264 0.21
H 5.3175 2.1637 1.0758 0.19
H 5.4740 1.4811 3.4852 0.19
H 3.4367 0.7052 4.6304 0.21
N -0.1219 -6.1777 -2.6064 -0.55
C -0.5708 -5.2176 -2.1282 0.46
N -1.2080 -4.2101 -1.5936 -0.71
C -0.7032 -3.0821 -1.2478 0.59
N -0.4034 -1.9972 -0.9552 -0.60
F 1.2325 -2.2055 1.8947 -0.32
C -0.0564 -1.9869 2.2090 0.34
C -0.7848 -1.0136 1.5278 -0.39
C -2.1056 -0.9481 1.9020 0.33
F -2.9628 -0.0412 1.3404 -0.36
C -2.6795 -1.7382 2.8880 0.22
F -3.9841 -1.6018 3.2212 -0.32
C -1.9077 -2.6733 3.5387 0.26
F -2.4464 -3.4500 4.5023 -0.32
C -0.5755 -2.8077 3.1891 0.25
F 0.1773 -3.7296 3.8148 -0.31
```

***

Computed, not measured: a molecular structure, C24H18N4O7P3S3V at a distorted geometry, with ωB97M-V/def2-TZVPD.

- E (a.u.) = -4833.9623
- max |F| (eV Å⁻¹) = 1.87
- 2S+1 = 2
- E_HOMO (spin up / spin down) (eV) = -11.0 / -11.1
- gap between HOMO and LUMO (spin up / spin down) (eV) = 6.068 / 6.599
- total charge = +1

```
60
Properties=species:S:1:pos:R:3:nbo_charge:R:1
V 1.1050 1.4513 -0.1083 1.34
S -0.3222 -0.2263 -7.3259 1.00
N -1.1004 0.7583 -6.3048 -0.59
C -0.4248 0.7895 -5.1478 0.09
C -0.7807 1.5580 -3.9768 0.00
C -1.8851 2.4099 -3.8881 -0.10
C -2.0911 3.1055 -2.7139 -0.22
C -1.2069 2.9302 -1.6398 0.11
N -0.1738 2.1234 -1.7135 -0.46
C 0.0542 1.4460 -2.8524 0.15
C 1.2227 0.5822 -2.8678 0.26
N 1.9361 0.5102 -1.7318 -0.49
C 3.0451 -0.1916 -1.6885 0.12
C 3.4951 -0.9195 -2.7991 -0.22
C 2.7557 -0.9040 -3.9669 -0.08
C 1.5918 -0.1349 -4.0163 -0.08
C 0.7276 -0.0219 -5.1710 0.11
N 0.8945 -0.6461 -6.3434 -0.59
H -2.5503 2.5120 -4.7281 0.25
H -2.9257 3.7799 -2.6039 0.25
H -1.3439 3.4370 -0.6856 0.24
H 3.5902 -0.1721 -0.7459 0.26
H 4.4110 -1.4814 -2.7219 0.25
H 3.0634 -1.4568 -4.8359 0.25
O 3.1053 0.7692 3.4662 -0.97
P 3.1536 1.3591 2.0239 2.57
O 4.3952 1.2163 1.2950 -1.05
O 1.9199 0.6870 1.2498 -0.92
O 2.6026 2.8898 2.1614 -1.07
P 1.7203 3.5682 1.0165 2.56
O 1.7596 5.0840 1.3138 -0.95
O 2.2689 3.0863 -0.3256 -1.01
O 0.3258 2.9650 1.0162 -0.99
H 2.2500 0.8669 3.9024 0.54
H 2.5820 5.4493 1.6228 0.54
S 0.0541 0.8161 3.3682 -0.58
P -0.6685 -0.5370 2.1556 1.20
S -0.5680 -0.1459 0.0750 -0.33
C -2.4443 -0.6949 2.3461 -0.34
C -3.2191 0.4534 2.2452 -0.21
C -4.5865 0.3688 2.3438 -0.19
C -5.1918 -0.8622 2.5406 -0.18
C -4.4206 -2.0087 2.6459 -0.20
C -3.0463 -1.9287 2.5441 -0.21
C 0.0287 -2.2033 2.3621 -0.34
C 0.1815 -3.1034 1.3167 -0.22
C 0.6602 -4.3783 1.5625 -0.20
C 0.9828 -4.7632 2.8561 -0.18
C 0.8324 -3.8680 3.9010 -0.21
C 0.3609 -2.5930 3.6564 -0.19
H -2.7388 1.4170 2.1115 0.23
H -5.1863 1.2592 2.2768 0.22
H -6.2615 -0.9254 2.6169 0.22
H -4.8887 -2.9651 2.8092 0.22
H -2.4526 -2.8229 2.6294 0.23
H -0.0723 -2.8141 0.3031 0.23
H 0.7806 -5.0709 0.7459 0.22
H 1.3504 -5.7607 3.0480 0.23
H 1.0873 -4.1604 4.9039 0.23
H 0.2559 -1.8883 4.4708 0.24
```

***

Computed, not measured: a molecular structure, C24H19AgN4O2S at a distorted geometry, with ωB97M-V/def2-TZVPD.

- E (a.u.) = -1840.5448
- max |F| (eV Å⁻¹) = 4.93
- E_HOMO (eV) = 0.1
- gap between HOMO and LUMO (eV) = 4.421
- total charge = -2

```
51
Properties=species:S:1:pos:R:3:nbo_charge:R:1
Ag 0.7190 0.5346 -0.9852 0.68
N -1.4834 0.7909 1.5463 -0.54
C -1.1271 0.7258 2.8850 0.06
C -1.0167 -0.3485 3.7534 -0.20
C -0.6312 -0.0661 5.0551 -0.26
C -0.3545 1.2475 5.4622 -0.26
C -0.4668 2.3033 4.5854 -0.26
C -0.8660 2.0399 3.2810 0.15
N -1.0058 2.9042 2.2006 -0.53
C -1.3480 2.1205 1.2103 0.33
C -1.6229 2.5269 -0.1854 0.09
C -2.8156 2.3569 -0.8418 -0.44
S -2.6681 2.9035 -2.4591 0.39
C -1.0243 3.2870 -2.1458 -0.12
N -0.6398 3.0569 -0.9470 -0.42
H -1.1519 0.0097 0.8264 0.42
H -1.1708 -1.3673 3.4118 0.24
H -0.4895 -0.8796 5.7564 0.19
H -0.0039 1.4221 6.4692 0.18
H -0.2099 3.2963 4.8737 0.19
H -3.7302 1.9507 -0.4449 0.24
H -0.3625 3.5572 -2.9346 0.22
C -0.9198 -2.1126 -2.5584 -0.75
C -0.8050 -0.8330 -3.3180 0.60
O -1.6992 -0.0167 -3.2974 -0.57
C 0.3997 -0.6038 -4.1532 -0.31
C 0.6455 -1.5220 -5.1810 -0.11
C 1.6409 -1.3452 -6.1242 -0.36
C 2.4422 -0.2018 -6.0215 -0.21
C 2.2520 0.6986 -5.0053 -0.32
C 1.2206 0.5299 -3.9868 0.43
O 1.1138 1.3536 -3.0239 -0.81
H -1.9617 -2.4102 -2.5067 0.21
H -0.5796 -1.8964 -1.5165 0.31
H -0.3000 -2.9126 -2.9835 0.20
H 0.0072 -2.3964 -5.2478 0.18
H 1.7936 -2.0705 -6.9145 0.18
H 3.2353 -0.0303 -6.7443 0.18
H 2.8927 1.5693 -4.9081 0.20
N -0.1726 -0.6350 0.4686 -1.07
C 0.4262 -1.1108 1.5411 0.20
C 1.7242 -0.7396 2.0603 -0.27
C 2.2639 -1.2804 3.2079 -0.23
C 1.5965 -2.2353 3.9678 -0.36
C 0.3408 -2.6361 3.5045 -0.21
C -0.2189 -2.1196 2.3647 -0.36
H 2.2732 0.0156 1.5008 0.19
H 3.2457 -0.9363 3.5302 0.18
H 2.0297 -2.6496 4.8709 0.18
H -0.2188 -3.3851 4.0654 0.18
H -1.1980 -2.4601 2.0359 0.20
```